Entry 1:
Formula: C41H112O15
Source: OMol25
Level of theory: ωB97M-V with the def2-TZVPD basis set

Atoms and positions in Å:
C  2.72180  -5.20358  -0.83115
C  2.72978  -4.27100  -2.07064
C  2.35680  -2.87426  -1.71307
O  3.96959  -4.14524  -2.80755
H  2.95141  -6.26462  -0.87382
H  1.68506  -5.18753  -0.49945
H  3.30160  -4.72130  -0.05033
H  2.01512  -4.63490  -2.80210
H  3.22865  -2.43908  -1.17978
H  1.50243  -2.85809  -1.01648
H  2.11971  -2.20990  -2.54120
H  4.64656  -3.75173  -2.23186
C  3.69626  1.83833  -1.47367
C  4.56959  3.05580  -1.64824
C  5.64715  3.08830  -0.53772
O  5.20517  3.06680  -2.89179
H  4.26453  0.91306  -1.33650
H  2.95849  1.63223  -2.25692
H  3.13706  1.99591  -0.52637
H  3.92460  3.94848  -1.54850
H  5.17564  3.33283  0.39312
H  6.49638  3.72819  -0.78304
H  6.00082  2.04933  -0.35903
H  4.51817  2.90621  -3.55292
C  -1.52617  -4.61061  -1.65489
C  -1.30671  -3.53316  -2.71570
C  -2.24188  -3.91012  -3.94971
O  -1.47586  -2.22886  -2.20854
H  -1.43546  -5.58490  -2.09894
H  -2.52967  -4.57942  -1.21854
H  -0.88232  -4.64919  -0.78921
H  -0.27208  -3.60788  -3.08596
H  -2.07863  -3.15311  -4.71577
H  -3.30217  -4.00864  -3.70667
H  -1.90707  -4.88483  -4.30627
H  -2.40832  -2.09906  -1.94224
C  0.00146  0.76456  -1.66445
C  0.75114  0.21076  -0.41719
C  0.66180  1.21834  0.73601
O  0.09595  -0.97412  -0.00111
H  0.12184  0.18336  -2.57739
H  0.29358  1.77414  -1.91774
H  -1.08989  0.85920  -1.51916
H  1.76549  -0.13770  -0.58349
H  0.82679  2.21616  0.33323
H  1.28725  1.15230  1.60366
H  -0.38526  1.25632  1.05703
H  -0.42061  -1.39615  -0.69713
C  -5.35189  -4.32450  1.71488
C  -3.93549  -3.97513  2.21808
C  -3.13904  -5.18807  2.55937
O  -3.20476  -3.30704  1.21850
H  -5.96540  -4.73698  2.55425
H  -5.35383  -5.09710  0.96460
H  -5.84557  -3.47249  1.26460
H  -3.99743  -3.31782  3.07588
H  -2.08977  -4.93087  2.85723
H  -3.05883  -5.90794  1.75306
H  -3.55860  -5.72923  3.41261
H  -2.40952  -2.90393  1.62649
C  -3.22161  -0.80427  4.85547
C  -2.59020  0.50252  4.54815
C  -2.44505  1.39212  5.71554
O  -1.34282  0.34939  3.88121
H  -2.50388  -1.39762  5.46021
H  -3.53682  -1.38619  4.01672
H  -4.06132  -0.66152  5.56018
H  -3.26103  1.00337  3.85251
H  -3.28008  1.23051  6.38336
H  -2.28545  2.41916  5.38307
H  -1.59083  1.04821  6.31388
H  -1.43263  -0.44180  3.33189
C  -4.15704  0.45507  -0.30893
C  -4.82341  -0.75453  -0.92088
C  -5.31640  -0.57551  -2.32764
O  -3.89241  -1.85082  -0.98162
H  -3.48459  0.89861  -1.01520
H  -3.58072  0.22734  0.58269
H  -4.84622  1.26737  -0.05897
H  -5.73747  -1.01994  -0.35693
H  -5.94306  0.28665  -2.42896
H  -5.81990  -1.46436  -2.71900
H  -4.45847  -0.31792  -2.94323
H  -3.84344  -2.25529  -0.11420
C  0.13738  -2.94635  4.18225
C  0.25802  -2.55109  2.71773
C  0.57842  -3.69444  1.77492
O  -0.92906  -1.85293  2.26280
H  0.12188  -2.09381  4.90017
H  1.03875  -3.53875  4.44712
H  -0.71556  -3.64406  4.28924
H  1.06768  -1.80619  2.65497
H  1.54772  -4.11593  2.07393
H  0.50530  -3.51682  0.68740
H  -0.13605  -4.49883  1.97951
H  -0.59541  -1.49732  1.41377
C  3.95855  -1.50017  1.62494
C  4.13943  -0.86872  2.99132
C  4.32356  0.62228  2.83342
O  3.13695  -1.19993  3.87349
H  3.91873  -2.58037  1.81590
H  4.75611  -1.23477  0.92460
H  3.07199  -1.20965  1.05621
H  5.08278  -1.25120  3.42684
H  3.43422  1.07676  2.38372
H  5.20967  0.75544  2.20961
H  4.41688  1.19291  3.75738
H  2.47217  -0.48076  4.01982
C  -2.41957  3.70129  -2.80155
C  -1.41157  4.17784  -1.79010
C  -0.19625  4.81618  -2.44514
O  -2.09587  5.20333  -1.02282
H  -3.40271  3.49737  -2.34884
H  -2.06102  2.75398  -3.25166
H  -2.49753  4.45663  -3.58547
H  -1.08377  3.38171  -1.13390
H  -0.61952  5.41673  -3.24346
H  0.46204  4.05993  -2.86848
H  0.38649  5.49307  -1.83363
H  -1.39040  5.57262  -0.47575
C  4.09573  0.45849  -6.63133
C  2.73370  0.13311  -6.03075
C  2.82173  -0.86969  -4.86703
O  2.06427  1.29944  -5.58363
H  4.09131  1.20559  -7.46179
H  4.49982  -0.44775  -7.09336
H  4.79920  0.84083  -5.90369
H  2.19271  -0.30966  -6.88684
H  1.88659  -1.40418  -4.73746
H  3.17437  -0.47511  -3.90050
H  3.58133  -1.60818  -5.08279
H  1.25246  1.33446  -6.09484
C  -1.36978  0.21278  -5.36917
C  -1.32737  1.48139  -6.16379
O  -0.12829  1.47740  -6.94588
H  -1.22857  -0.68460  -6.00052
H  -2.35105  0.08384  -4.87413
H  -0.58774  0.16515  -4.64581
H  -1.22608  2.36673  -5.52366
H  -2.27437  1.57500  -6.78613
H  -0.18145  1.04242  -7.80328
C  -1.87327  3.72633  2.45920
C  -3.35588  4.13419  2.51676
O  -4.07338  3.28873  3.43576
H  -1.82817  2.64495  2.45493
H  -1.43264  4.09397  3.38165
H  -1.29218  4.12902  1.64383
H  -3.74234  3.81149  1.56707
H  -3.52863  5.18121  2.64642
H  -3.74734  3.48730  4.30731
C  1.50033  2.89590  5.75185
C  1.53666  1.38633  5.91555
O  1.36487  0.83630  4.59026
H  2.29287  3.19229  5.06024
H  1.67547  3.45151  6.66553
H  0.56349  3.20866  5.28069
H  0.81287  0.97292  6.61742
H  2.53982  1.03424  6.30352
H  0.42008  0.65388  4.44404
C  1.87326  4.10790  2.28076
C  1.92306  4.69598  0.91075
O  0.69968  5.43394  0.68781
H  1.68283  4.90161  3.02393
H  2.72554  3.49074  2.54080
H  1.04551  3.41229  2.30443
H  1.95789  4.00352  0.06742
H  2.80541  5.29224  0.86178
H  0.46472  6.02804  1.41672

**LUMO energy**: 0.5 eV
**ΔE to the lowest compared entry with this formula, charge and spin**: 36.14 kcal per mole
**Multiplicity**: 1
**HOMO**: -9.59 eV

Results of the Löwdin charge analysis, in e, for atoms 1 through 6:
1 C -0.030
2 C -0.460
3 C -0.067
4 O -0.063
5 H 0.078
6 H 0.052

***

Entry 2:
Formula: C51H123N7O3
Source: OMol25
Level of theory: ωB97M-V with the def2-TZVPD basis set

Atoms and positions in Å:
C  4.34872  -6.27174  4.33793
C  4.65377  -4.97963  3.64031
N  4.98613  -4.03113  4.77252
C  6.00336  -3.01702  4.37825
C  5.60935  -1.96834  3.29923
C  3.78124  -3.38613  5.38465
C  4.05826  -2.74026  6.78803
H  5.22132  -6.68859  4.84083
H  4.01963  -7.02112  3.61804
H  3.48569  -6.20940  5.00080
H  5.52655  -5.00315  2.98775
H  3.82244  -4.61628  3.03619
H  6.37699  -2.52898  5.27843
H  6.90527  -3.50234  4.00528
H  6.41852  -1.31565  2.97161
H  5.14375  -2.40185  2.41413
H  4.83226  -1.31394  3.69419
H  3.03282  -4.15367  5.58183
H  3.22610  -2.70842  4.73609
H  4.75302  -1.90096  6.75673
H  4.50352  -3.47579  7.45798
H  3.11338  -2.42315  7.22932
C  0.17945  7.97655  -3.22498
C  0.24429  8.14858  -1.69759
N  -1.12206  8.31166  -1.19659
C  -1.23029  8.12161  0.27079
C  -0.94942  6.72485  0.75850
C  -1.78667  9.58406  -1.66403
C  -3.31813  9.43192  -1.69493
H  0.94980  7.33088  -3.64662
H  0.18875  8.91386  -3.78128
H  -0.71774  7.41132  -3.47735
H  0.65781  7.19706  -1.36338
H  0.96473  8.90529  -1.38701
H  -0.50946  8.73927  0.80650
H  -2.22056  8.49594  0.53030
H  -1.28628  6.51327  1.77332
H  -1.32368  5.96601  0.07134
H  0.12830  6.60285  0.86685
H  -1.46666  9.79238  -2.68496
H  -1.52607  10.41526  -1.00882
H  -3.92565  9.24821  -0.80878
H  -3.61036  8.61279  -2.35200
H  -3.73822  10.32909  -2.14957
C  -5.55963  -8.73479  5.24469
C  -4.57324  -7.82274  4.46702
N  -3.48141  -8.65002  3.87905
C  -2.37085  -7.93449  3.25964
C  -1.89267  -6.69478  4.07844
C  -3.78365  -9.91212  3.22169
C  -4.57693  -9.65315  1.89902
H  -6.27753  -8.17833  5.84725
H  -5.00510  -9.41483  5.89131
H  -6.10074  -9.32251  4.50315
H  -5.03040  -7.12495  3.76546
H  -4.07558  -7.24154  5.24331
H  -1.53575  -8.61469  3.09221
H  -2.73835  -7.61978  2.28290
H  -2.70398  -5.96688  4.08397
H  -1.63906  -6.92101  5.11410
H  -1.06017  -6.18450  3.59402
H  -4.35929  -10.55224  3.89026
H  -2.83390  -10.42565  3.07221
H  -5.66198  -9.61064  1.99366
H  -4.48390  -10.54115  1.27379
H  -4.15483  -8.78926  1.38557
C  7.69444  3.85608  5.50431
C  7.81789  5.41272  5.32937
N  7.60762  5.82900  3.92485
C  8.04212  7.21894  3.75363
C  9.56905  7.25844  3.55156
C  6.24417  5.52493  3.42429
C  6.26658  5.42570  1.91054
H  6.74901  3.32891  5.37644
H  7.80155  3.58008  6.55333
H  8.48163  3.32966  4.96457
H  7.03576  5.88095  5.92698
H  8.79546  5.75619  5.66776
H  7.63234  7.78557  4.58975
H  7.54286  7.62581  2.87425
H  10.01422  6.58377  2.82028
H  10.09533  7.18020  4.50288
H  9.75293  8.26941  3.18793
H  5.94506  4.57354  3.86415
H  5.60150  6.31313  3.81652
H  5.24474  5.31552  1.54750
H  6.71241  6.28200  1.40450
H  6.74005  4.52508  1.51963
C  3.46119  0.90828  -6.62358
C  2.67030  1.46838  -7.83325
N  2.42737  0.43504  -8.87938
C  1.48501  -0.60911  -8.54648
C  0.09722  -0.04380  -8.27172
C  3.70760  -0.07715  -9.43788
C  4.65174  1.00828  -9.89823
H  4.05425  -0.00123  -6.71941
H  2.90471  0.53484  -5.76396
H  4.08446  1.71384  -6.23537
H  1.77088  1.96610  -7.47070
H  3.19178  2.26953  -8.35702
H  1.43108  -1.34067  -9.35272
H  1.88178  -1.17569  -7.70407
H  0.10864  0.48061  -7.31623
H  -0.23142  0.56900  -9.11112
H  -0.64293  -0.83757  -8.17083
H  3.51142  -0.71895  -10.29678
H  4.13264  -0.87415  -8.82780
H  4.16940  1.62354  -10.65777
H  5.47874  0.43346  -10.31509
H  5.04329  1.60283  -9.07282
C  -6.19495  -6.12654  -2.80418
C  -6.13296  -5.36921  -1.47048
N  -6.84414  -4.08743  -1.35928
C  -8.20862  -4.24805  -1.82742
C  -9.11708  -3.01837  -1.79495
C  -6.76667  -3.49863  -0.00959
C  -5.39827  -3.01591  0.32088
H  -7.17895  -6.57030  -2.95552
H  -5.45045  -6.92266  -2.80720
H  -5.97426  -5.47263  -3.64786
H  -6.38147  -6.05893  -0.66388
H  -5.07655  -5.15425  -1.30951
H  -8.33711  -4.63071  -2.83993
H  -8.68159  -5.01377  -1.21256
H  -8.58638  -2.16962  -2.22630
H  -9.99306  -3.28206  -2.38760
H  -9.42925  -2.80524  -0.77259
H  -7.09419  -4.13232  0.81458
H  -7.45887  -2.65686  0.01013
H  -4.99907  -2.41400  -0.49548
H  -4.65304  -3.77103  0.57095
H  -5.41535  -2.43306  1.24180
C  -5.57230  4.05313  -4.11325
C  -4.99564  3.12905  -3.05104
N  -4.35832  2.04328  -3.78947
C  -3.07298  1.73215  -3.18871
C  -2.09026  2.86023  -3.63471
C  -5.24323  0.85539  -3.85818
C  -4.77402  -0.35721  -4.67299
H  -6.24128  3.53733  -4.80211
H  -4.78224  4.55639  -4.67058
H  -6.12673  4.88551  -3.67983
H  -4.38379  3.66871  -2.32819
H  -5.88044  2.73288  -2.55276
H  -3.07842  1.72471  -2.09875
H  -2.64066  0.80647  -3.56861
H  -2.20573  3.17987  -4.67038
H  -2.18267  3.71883  -2.96960
H  -1.07912  2.48999  -3.46558
H  -6.12736  1.21887  -4.38191
H  -5.55239  0.53316  -2.86386
H  -4.39278  0.02691  -5.61914
H  -5.57550  -1.07258  -4.85730
H  -3.97902  -0.89635  -4.15780
C  1.05380  -4.48407  -3.76566
C  0.89828  -5.94102  -3.47018
O  0.88348  -6.76618  -4.40366
C  0.56397  -6.51588  -2.07628
H  0.82306  -3.88933  -2.88182
H  0.34111  -4.16467  -4.52601
H  2.05265  -4.35457  -4.18235
H  0.93499  -7.53709  -1.98935
H  -0.50739  -6.56824  -1.88253
H  1.05058  -5.89279  -1.32590
C  -0.23418  0.15023  2.51445
C  0.56403  0.12967  1.24231
O  0.50612  -0.87029  0.50853
C  1.31170  1.35934  0.72233
H  0.19773  0.82843  3.25038
H  -0.16944  -0.84393  2.95668
H  -1.24395  0.44678  2.23072
H  2.15525  1.56568  1.38108
H  0.70520  2.26385  0.67644
H  1.72565  1.16552  -0.26721
C  2.37857  5.18026  7.16562
C  1.46978  4.14525  6.46195
O  2.01715  3.21572  5.91406
C  0.05695  4.26210  6.70711
H  2.58927  6.00338  6.48286
H  3.31390  4.66949  7.39449
H  1.87843  5.62713  8.02485
H  -0.16950  3.68275  7.60220
H  -0.48129  3.87361  5.84254
H  -0.23965  5.28750  6.92774

**LUMO energy**: 0.1 eV
**SMILES string**: CCN(CC)CC.CCN(CC)CC.CCN(CC)CC.CCN(CC)CC.CCN(CC)CC.CCN(CC)CC.CCN(CC)CC.CC(C)=O.CC(C)=O.CC(C)=O
**ΔE to the lowest compared entry with this formula, charge and spin**: 50.51 kcal per mole
**Multiplicity**: 1
**HOMO**: -7.79 eV

Results of the Löwdin charge analysis, in e, for atoms 1 through 6:
1 C -0.107
2 C -0.245
3 N -0.174
4 C -0.248
5 C -0.087
6 C -0.243

***

Entry 3:
Formula: C20H26BrNOSb
Source: OMol25
Level of theory: ωB97M-V with the def2-TZVPD basis set

Atoms and positions in Å:
C  -4.31637  -2.81092  3.23079
C  -4.01091  -2.11896  2.15793
C  -3.88902  -1.16132  0.85149
Sb  -2.23716  0.34494  1.06611
Br  -3.89748  2.24060  0.36206
C  -2.80146  0.55774  3.22577
C  -2.03194  1.81867  3.90986
C  -1.57090  -0.01179  -1.00671
C  -0.33518  0.88562  -1.51090
C  0.97864  0.85098  -0.57812
O  0.07827  0.30886  -2.81469
C  0.59016  1.33803  -3.69868
C  2.21244  1.28917  -3.66806
C  3.02663  2.61700  -3.49473
C  4.59843  2.52838  -3.41821
C  5.24774  1.09807  -3.50651
C  4.44639  -0.24840  -3.70415
C  2.88092  -0.15899  -3.78088
C  -0.76149  -1.24500  1.68525
C  0.38204  -1.02276  2.72936
C  1.47180  -2.09052  3.16384
C  1.25917  -3.47966  2.39339
C  0.06629  -3.51681  1.38915
N  -0.90028  -2.52064  1.02821
H  -4.71283  -3.52217  4.03561
H  -4.88990  -0.59921  0.66138
H  -3.69226  -1.78760  -0.11146
H  -1.05052  1.62272  1.34422
H  -3.94608  0.66956  3.27362
H  -2.42971  -0.40221  3.76638
H  -2.37423  1.88209  5.00495
H  -2.32398  2.80986  3.37738
H  -0.87738  1.68610  3.86292
H  -1.31231  -1.12453  -1.24507
H  -2.47339  0.24908  -1.70126
H  -0.70259  1.97014  -1.59661
H  1.53837  1.85937  -0.76612
H  0.78510  0.80681  0.54923
H  1.71097  0.03163  -0.94496
H  0.15167  2.38532  -3.53128
H  0.29064  1.01175  -4.77874
H  2.41355  3.59566  -3.40928
H  5.18257  3.49998  -3.26118
H  6.39078  1.02989  -3.41607
H  4.93312  -1.28336  -3.75303
H  2.21091  -1.10188  -3.88996
H  0.44203  0.02121  3.23050
H  2.32036  -1.89610  3.90559
H  1.97703  -4.37515  2.55550
H  -0.04859  -4.53124  0.82616

**LUMO energy**: 2.5 eV
**Total charge**: -1
**Multiplicity**: 1
**HOMO**: -4.41 eV

Results of the Löwdin charge analysis, in e, for atoms 1 through 6:
1 C 0.014
2 C -0.207
3 C -0.366
4 Sb 0.933
5 Br -0.081
6 C -0.444

***

Entry 4:
Formula: C5H10S2
Source: OMol25
Level of theory: ωB97M-V with the def2-TZVPD basis set

Atoms and positions in Å:
C  -0.59085  -0.99081  -0.97836
C  -0.20767  -0.08765  0.21723
C  -0.01192  -1.29751  1.27846
C  0.59407  1.93272  -0.88182
C  1.09168  0.76548  -0.07214
S  -0.22452  -2.53941  -0.05902
S  -1.49567  -1.45360  2.38111
H  -1.61339  -0.84335  -1.14777
H  0.00202  -0.86009  -1.99204
H  -0.85841  0.71426  0.64183
H  1.00587  -1.39195  1.83263
H  -0.43034  1.78491  -1.53412
H  1.45277  2.50836  -1.23876
H  0.05132  2.61682  -0.10565
H  1.62668  1.05410  0.84201
H  1.80632  0.17521  -0.69830
H  -2.19796  -2.08750  1.51471

**LUMO energy**: 0.8 eV
**SMILES string**: CC[C@H]1CS[C@@H]1S
**ΔE to the lowest compared entry with this formula, charge and spin**: 34.25 kcal per mole
**Multiplicity**: 1
**HOMO**: -8.68 eV

Results of the Löwdin charge analysis, in e, for atoms 1 through 6:
1 C -0.436
2 C -0.449
3 C -0.841
4 C -0.150
5 C -0.273
6 S 0.784

***

Number 1 is which compound?
C41H112O15